C35H37BrP2Sr as an isolated structure, computed with wB97M-V/def2-TZVPD.

Output
Kohn-Sham gap   0.20977 hartree
Multiplicity   1

Structure (XYZ):
```
76
Properties=species:S:1:pos:R:3:forces:R:3
Sr 1.711 -0.835 1.969 0.84 0.30 1.54
C -2.192 -0.003 6.948 0.62 -0.49 0.32
C -2.465 -0.146 5.663 -0.26 -0.52 -0.63
C -2.925 0.925 4.690 -0.31 -0.47 -0.06
C -1.734 1.579 3.999 -0.03 -0.26 -0.44
C -0.812 2.342 4.898 -0.39 0.83 1.01
C -1.116 2.864 6.109 1.08 -0.17 -0.92
C -2.284 2.620 6.997 -0.73 0.09 1.17
C -2.359 1.237 7.755 -0.36 0.84 -0.18
C 2.798 -0.085 4.540 0.15 0.22 -0.94
H -1.768 -0.864 7.502 -0.43 0.46 -0.45
H -2.319 -1.145 5.214 0.09 0.61 0.22
H -3.552 1.713 5.122 0.14 -0.52 -0.04
H -3.544 0.432 3.923 0.14 0.17 0.14
H -1.195 0.807 3.417 0.03 0.26 0.35
H -2.134 2.280 3.252 0.16 -0.02 -0.01
H 0.151 2.613 4.469 -0.09 0.04 0.03
H -0.407 3.582 6.550 0.03 -0.59 -0.33
H -3.250 2.836 6.516 0.41 -0.18 0.14
H -2.228 3.370 7.806 -0.05 -0.22 -0.27
H -1.654 1.219 8.607 -0.33 0.14 -0.40
H -3.389 1.212 8.150 0.37 -0.01 0.34
H 2.768 -1.029 5.120 0.14 0.48 -0.46
H 2.074 0.611 5.002 0.27 -0.15 -0.14
H 3.811 0.369 4.554 -0.51 -0.20 0.22
P 0.155 -2.199 -2.527 -0.22 -1.16 -0.04
P 2.031 0.268 -2.863 0.40 0.27 -1.21
C -0.552 -0.653 -3.100 0.52 1.33 -0.52
C 0.280 0.375 -3.380 -0.34 -0.87 -0.37
C -0.647 -3.379 -3.735 -0.12 0.15 -0.35
C -1.795 -3.076 -4.495 0.29 -0.39 0.25
C -2.353 -4.031 -5.349 -0.32 0.35 -0.16
C -1.760 -5.273 -5.515 0.63 -0.27 0.43
C -0.570 -5.564 -4.827 -0.45 0.49 -0.07
C -0.017 -4.616 -3.961 -0.16 0.00 0.09
C -0.859 -2.373 -1.008 -0.09 -0.09 -0.15
C -0.548 -1.476 0.038 0.06 -0.11 -0.90
C -1.297 -1.498 1.191 -0.19 0.36 1.05
C -2.356 -2.407 1.345 0.16 -0.21 -0.43
C -2.667 -3.289 0.301 0.14 0.28 0.43
C -1.909 -3.285 -0.875 0.14 0.29 0.15
C 2.726 0.996 -4.466 0.06 0.08 -0.27
C 2.629 0.226 -5.650 -0.07 0.22 0.40
C 3.000 0.756 -6.887 -0.01 0.01 -0.06
C 3.482 2.063 -6.988 -0.04 -0.06 0.53
C 3.623 2.821 -5.821 -0.01 -0.26 -0.16
C 3.267 2.286 -4.577 -0.12 0.06 0.04
C 2.079 1.706 -1.755 -0.09 0.27 0.11
C 3.226 1.831 -0.954 -0.21 0.27 -0.10
C 3.420 2.980 -0.192 -0.27 0.28 0.01
C 2.452 4.001 -0.206 0.24 -0.24 0.06
C 1.283 3.843 -0.952 -0.25 -0.06 -0.03
C 1.078 2.689 -1.718 0.53 0.26 0.31
H -1.622 -0.585 -3.285 0.12 0.09 -0.16
H 0.001 1.234 -4.014 -0.24 -0.27 0.65
H -2.259 -2.096 -4.434 -0.02 -0.25 0.08
H -3.274 -3.795 -5.897 0.45 -0.05 0.23
H -2.203 -6.023 -6.168 0.08 0.21 0.10
H -0.084 -6.522 -4.968 0.01 0.07 0.01
H 0.921 -4.844 -3.450 -0.28 0.06 -0.05
H 0.264 -0.724 -0.138 -0.82 -0.53 -0.06
H -1.048 -0.829 2.046 -0.45 -0.54 -0.68
H -2.894 -2.442 2.291 0.09 0.03 -0.30
H -3.501 -3.987 0.402 0.29 0.20 0.04
H -2.136 -3.973 -1.699 0.06 0.32 0.42
H 2.233 -0.792 -5.605 0.10 0.27 0.02
H 2.901 0.150 -7.793 0.02 0.16 0.39
H 3.751 2.483 -7.956 -0.06 -0.11 0.23
H 4.005 3.841 -5.887 -0.08 -0.28 0.09
H 3.395 2.913 -3.689 -0.11 -0.24 -0.24
H 3.978 1.036 -0.973 -0.16 0.28 0.00
H 4.328 3.087 0.399 -0.24 0.03 -0.07
H 2.613 4.913 0.379 -0.08 -0.42 -0.25
H 0.512 4.626 -0.950 0.40 -0.35 0.06
H 0.161 2.564 -2.294 0.33 0.15 0.18
Br 0.572 -2.460 3.834 -0.57 -0.73 0.09
```
Forces are in eV/Å.

In elementary charge units, the Löwdin charges are: 1.012 -0.126 -0.110 -0.196 -0.204 -0.097 -0.103 -0.211 -0.178 -0.353 0.113 0.091 0.094 0.106 0.078 0.116 0.093 0.102 0.095 0.103 0.111 0.112 -0.110 -0.105 -0.104 0.996 0.993 -0.344 -0.345 -0.375 -0.093 -0.091 -0.087 -0.079 -0.111 -0.375 -0.203 -0.193 -0.067 -0.056 -0.072 -0.349 -0.109 -0.093 -0.091 -0.086 -0.092 -0.440 -0.139 -0.081 -0.077 -0.076 -0.087 0.072 0.090 0.086 0.109 0.104 0.101 0.099 0.050 0.030 0.112 0.110 0.106 0.101 0.105 0.102 0.104 0.099 0.100 0.109 0.110 0.111 0.093 -0.213


C35H37ClF6GeN3O2PRuS as an isolated structure, computed with wB97M-V/def2-TZVPD.

Output
Kohn-Sham gap (spin up / spin down)   0.26623 / 0.21102 hartree
Multiplicity   6
Charge   +1

Structure (XYZ):
```
88
Properties=species:S:1:pos:R:3:forces:R:3
Ru -0.093 0.432 -0.315 -0.26 0.17 -1.05
S -1.234 4.245 1.826 0.03 -0.11 -0.11
C -0.143 3.412 2.851 0.01 -0.04 -0.04
C 0.265 2.231 2.321 0.24 -0.03 0.11
C -0.312 1.949 1.048 -0.27 0.25 0.20
C -1.144 2.997 0.656 0.06 -0.06 0.07
C -1.766 3.081 -0.659 0.02 0.05 -0.07
C -2.597 4.111 -1.091 0.04 -0.08 0.02
C -3.060 4.086 -2.394 0.00 0.01 -0.01
C -2.687 3.044 -3.232 0.00 -0.03 -0.02
C -1.869 2.052 -2.724 -0.07 -0.01 0.03
N -1.424 2.073 -1.472 -0.04 0.09 0.11
H 0.146 3.851 3.793 0.02 -0.02 0.01
H 0.991 1.595 2.804 -0.05 0.01 0.03
H -2.866 4.916 -0.421 0.00 0.00 0.01
H -3.704 4.876 -2.756 0.00 0.00 0.00
H -3.029 2.993 -4.256 0.00 0.01 0.00
H -1.570 1.204 -3.327 -0.02 0.02 0.01
C -0.185 0.675 6.188 -0.02 0.00 0.00
C 0.831 -0.025 5.548 0.00 0.04 0.08
C 0.607 -0.581 4.303 0.16 -0.14 -0.17
C -0.634 -0.438 3.681 0.13 -0.06 -0.05
C -1.644 0.271 4.328 -0.27 0.12 -0.11
C -1.424 0.821 5.578 0.04 0.02 0.06
Ge -1.075 -1.283 2.025 -0.21 -0.36 0.43
C -0.363 -3.026 1.623 -0.05 0.25 -0.01
C -1.174 -3.938 0.946 -0.18 0.02 -0.04
C -0.739 -5.233 0.719 0.02 0.01 0.01
C 0.524 -5.618 1.147 -0.02 -0.02 -0.01
C 1.348 -4.711 1.796 0.02 -0.03 -0.01
C 0.909 -3.420 2.034 0.12 0.14 0.10
C -2.952 -1.050 1.587 0.03 -0.23 0.16
C -3.759 -2.088 2.070 0.00 -0.05 0.01
C -5.141 -1.997 2.002 -0.02 0.03 -0.02
C -5.734 -0.873 1.447 0.01 -0.01 0.00
C -4.940 0.162 0.971 -0.06 -0.01 -0.01
C -3.560 0.075 1.046 0.12 0.19 -0.09
H -0.009 1.106 7.165 -0.01 0.01 0.00
H 1.799 -0.131 6.019 0.01 -0.01 -0.01
H 1.418 -1.092 3.801 -0.04 0.01 0.08
H -2.611 0.403 3.853 0.04 -0.02 0.02
H -2.216 1.365 6.075 0.00 0.00 0.01
H -2.158 -3.641 0.600 0.03 -0.02 -0.01
H -1.378 -5.935 0.201 -0.01 0.00 0.00
H 0.871 -6.627 0.964 0.00 0.00 0.00
H 2.340 -5.005 2.111 0.00 0.01 0.01
H 1.579 -2.719 2.513 -0.04 -0.07 -0.03
H -3.320 -2.972 2.519 0.01 0.02 -0.01
H -5.750 -2.805 2.385 -0.01 0.00 0.00
H -6.812 -0.802 1.390 0.00 0.01 0.00
H -5.398 1.043 0.540 0.00 0.00 0.00
H -2.961 0.897 0.673 0.02 -0.01 0.02
F 1.601 -0.500 1.165 0.07 0.17 0.12
P 3.268 -0.052 1.306 -0.10 -0.08 -0.07
F 3.449 -0.596 -0.197 0.00 -0.07 0.00
F 3.527 -1.511 1.900 0.06 0.08 -0.05
F 2.936 0.503 2.771 0.03 0.00 0.01
F 2.836 1.404 0.692 0.01 -0.05 0.10
F 4.783 0.379 1.398 0.02 -0.01 0.02
Cl -0.309 -4.024 -2.676 0.01 -0.05 -0.03
C -1.554 -2.805 -2.407 -0.03 0.13 0.02
C -1.087 -1.647 -1.560 0.07 -0.02 0.03
O 0.018 -1.659 -0.949 0.03 -0.25 0.08
O -1.816 -0.624 -1.485 0.01 -0.10 -0.04
H -2.420 -3.259 -1.927 0.04 -0.03 0.04
H -1.884 -2.411 -3.367 0.01 -0.01 0.00
C 3.553 3.117 -2.630 0.01 0.04 0.00
C 3.992 1.677 -2.404 0.06 -0.06 0.10
N 3.180 0.700 -3.146 -0.06 0.02 -0.05
C 3.814 0.080 -4.317 -0.01 -0.03 0.04
C 3.814 0.985 -5.539 0.02 -0.01 -0.03
C 1.930 0.431 -2.787 0.05 -0.19 -0.18
C 1.106 -0.485 -3.639 -0.04 -0.01 -0.05
N 1.387 0.955 -1.711 0.31 0.41 0.34
H 4.142 3.783 -2.001 0.01 -0.02 0.00
H 2.502 3.267 -2.379 0.01 0.02 0.00
H 3.696 3.416 -3.668 -0.02 0.00 -0.02
H 3.987 1.412 -1.345 -0.01 0.04 -0.09
H 5.017 1.536 -2.740 0.01 0.04 -0.01
H 3.325 -0.867 -4.526 -0.03 0.01 -0.02
H 4.834 -0.167 -4.023 0.00 0.00 -0.01
H 2.804 1.309 -5.795 -0.01 -0.02 0.01
H 4.228 0.452 -6.395 0.01 0.00 0.01
H 4.422 1.874 -5.376 0.00 0.01 0.02
H 1.391 -1.525 -3.474 0.01 0.00 0.02
H 1.223 -0.251 -4.696 0.01 -0.02 0.00
H 0.058 -0.371 -3.380 0.02 0.03 0.01
H 2.051 1.521 -1.188 -0.10 -0.01 0.01
```
Forces are in eV/Å.

In elementary charge units, the Löwdin charges are: 1.601 1.089 -0.368 -0.214 -0.309 -0.527 -0.302 -0.007 -0.034 -0.034 -0.111 0.023 0.081 0.077 0.108 0.119 0.113 0.103 -0.053 -0.051 -0.107 -0.310 -0.101 -0.065 1.207 -0.295 -0.131 -0.079 -0.053 -0.046 -0.083 -0.311 -0.112 -0.063 -0.062 -0.060 -0.112 0.112 0.118 0.082 0.103 0.111 0.092 0.111 0.113 0.116 0.075 0.104 0.112 0.111 0.110 0.073 -0.298 0.201 -0.134 -0.119 -0.133 -0.180 -0.094 0.644 -0.485 -0.750 -0.153 -0.083 0.091 0.090 -0.051 -0.179 -0.047 -0.189 -0.059 -0.373 0.016 0.016 0.089 0.070 0.071 0.094 0.129 0.111 0.128 0.078 0.084 0.073 0.095 0.095 0.054 0.034


Computed calculated total energy (Ha) in order:
-4643.201356; -5641.351070
Computed largest force on an atom (eV/A) in order:
1.776; 1.094
Computed relative energy (zero: lowest compared OMol25 entry of this formula, charge and spin) (kJ/mol) in order:
0.00; 143.80